# 1
Here is a molecular structure, C29H25Br3F9NO7P3Re from OMol25. Energies are from wB97M-V/def2-TZVPD.

ORCA input file:
```
! RIJCOSX wB97M-V def2-TZVPD def2/J DEFGRID3
* xyz 3 2
Re 0.489 -1.381 0.971
Br -1.110 1.108 4.237
C -0.666 -0.679 4.565
Br -0.965 -1.968 3.006
H -1.336 -1.133 5.290
H 0.386 -0.818 4.783
C 4.574 0.595 0.638
C 4.049 -0.522 1.535
O 5.036 -1.138 2.350
P 2.830 0.076 2.776
O 2.962 -0.789 4.064
O 3.010 1.587 3.075
O 1.407 -0.072 2.242
P 3.299 -1.880 0.558
O 2.415 -2.680 1.695
O 4.205 -2.688 -0.225
O 1.986 -1.227 -0.148
H 5.183 1.287 1.220
H 3.755 1.151 0.179
H 5.192 0.169 -0.155
H 5.832 -1.322 1.826
H 3.853 -1.073 4.335
H 3.769 1.914 3.585
H 2.814 -3.499 2.035
F -3.640 -1.306 -6.012
C -2.447 -1.765 -5.644
F -1.564 -1.489 -6.606
F -2.527 -3.103 -5.528
C -1.998 -1.173 -4.323
C -2.832 -0.352 -3.586
C -2.408 0.136 -2.355
C -1.148 -0.205 -1.867
C -0.303 -1.022 -2.632
C -0.727 -1.500 -3.854
P -0.628 0.391 -0.249
C -2.064 1.124 0.548
C -2.253 2.506 0.445
C -3.405 3.084 0.950
C -4.380 2.292 1.541
C -4.219 0.916 1.617
C -3.062 0.337 1.123
C -5.639 2.952 2.073
F -5.325 4.025 2.805
F -6.339 2.109 2.837
F -6.413 3.347 1.059
C 0.619 1.671 -0.478
C 1.246 1.838 -1.710
C 2.236 2.802 -1.857
C 2.580 3.600 -0.779
C 1.930 3.463 0.444
C 0.960 2.493 0.601
C 3.685 4.630 -0.886
F 4.339 4.538 -2.043
F 4.579 4.427 0.111
F 3.206 5.866 -0.757
H -3.812 -0.095 -3.965
H -3.072 0.770 -1.785
H 0.688 -1.288 -2.282
H -0.079 -2.130 -4.451
H -1.513 3.135 -0.030
H -3.549 4.154 0.880
H -4.992 0.308 2.065
H -2.958 -0.735 1.197
H 0.963 1.243 -2.566
H 2.728 2.936 -2.811
H 2.187 4.116 1.267
H 0.464 2.383 1.557
Br 0.752 -6.632 -1.252
C -0.300 -5.138 -0.912
C -1.635 -5.079 -1.314
C -2.372 -3.936 -1.046
C -1.767 -2.875 -0.412
N -0.473 -2.921 -0.001
C 0.237 -4.058 -0.242
H -2.083 -5.918 -1.831
H -3.407 -3.861 -1.346
H -2.303 -1.958 -0.228
H 1.266 -4.073 0.082
*
```

Results
Gap between HOMO and LUMO (alpha / beta) = 5.687 / 6.037 eV
F_max = 0.6 eV/A
Energy above the lowest of the compared OMol25 structures with the same formula, charge and spin = 0.0 kcal/mol
LUMO (alpha / beta) = -11.8 / -11.4 eV

=====

# 2
Here is a molecular structure, C29H25Co2N2O6S at a distorted geometry from OMol25. Energies are from wB97M-V/def2-TZVPD.

ORCA input file:
```
! RIJCOSX wB97M-V def2-TZVPD def2/J DEFGRID3
* xyz -1 1
O -1.655 -4.607 1.139
C -1.546 -3.496 1.429
Co -1.364 -1.775 1.811
C -1.317 -2.246 3.492
O -1.233 -2.598 4.591
C 0.353 -1.460 1.576
O 1.490 -1.280 1.469
C -2.382 0.191 2.435
C -2.218 1.515 2.197
C -2.049 2.728 3.031
C -0.532 2.978 2.803
C 0.351 2.776 3.894
C 1.715 2.892 3.687
C 2.203 3.160 2.405
C 1.338 3.212 1.312
C -0.035 3.155 1.503
Co -1.951 0.449 0.743
C -1.982 -1.390 0.050
O -2.252 -1.910 -0.969
C -0.397 0.620 -0.134
O 0.563 0.619 -0.784
C -3.042 1.055 -0.517
O -3.772 1.418 -1.338
H -2.983 -0.272 3.224
H -2.076 2.404 4.079
H -0.090 2.597 4.880
H 2.393 2.779 4.532
H 3.277 3.264 2.238
H 1.727 3.283 0.299
H -0.744 3.230 0.670
C -6.845 3.033 2.933
C -5.334 2.739 2.985
C -5.043 2.123 4.353
C -5.117 1.880 1.761
C -4.454 4.005 2.785
C -4.986 5.050 3.719
C -4.394 6.398 3.509
N -2.949 6.277 3.467
C -2.159 7.412 3.705
C -0.803 7.109 3.749
C 0.127 8.107 4.031
C -0.332 9.405 4.314
C -1.706 9.684 4.286
C -2.637 8.687 3.960
S -0.569 5.421 3.410
C -2.266 5.131 3.212
N -2.862 3.913 2.945
H -7.121 3.606 2.039
H -7.403 2.089 2.883
H -7.228 3.554 3.815
H -3.983 2.172 4.619
H -5.605 2.666 5.127
H -5.371 1.077 4.386
H -4.066 1.890 1.488
H -5.420 0.842 1.918
H -5.623 2.301 0.883
H -4.605 4.349 1.745
H -6.062 5.158 3.568
H -4.852 4.709 4.756
H -4.769 6.857 2.591
H -4.692 7.049 4.328
H 1.185 7.828 4.017
H 0.393 10.183 4.547
H -2.052 10.684 4.516
H -3.716 8.884 3.905
*
```

Results
Gap between HOMO and LUMO = 3.272 eV
F_max = 6.0 eV/A
Energy above the lowest of the compared OMol25 structures with the same formula, charge and spin = 103.4 kcal/mol
LUMO = 1.6 eV

=====

# 3
Here is a molecular structure, C29H25CuN5PS6 from OMol25. Energies are from wB97M-V/def2-TZVPD.

ORCA input file:
```
! RIJCOSX wB97M-V def2-TZVPD def2/J DEFGRID3
* xyz -2 1
Cu 0.578 0.074 1.598
N 2.365 -3.235 -0.962
C 1.700 -2.312 -0.184
S 2.589 -1.519 1.048
N 0.419 -2.218 -0.502
N -0.287 -1.316 0.226
C -1.559 -1.369 0.061
C -2.429 -0.390 0.709
C -3.800 -0.340 0.439
C -4.562 0.646 1.033
C -3.947 1.555 1.885
C -2.585 1.414 2.109
N -1.852 0.475 1.541
H 3.361 -3.105 -0.986
H 1.902 -3.464 -1.829
H -1.989 -2.124 -0.597
H -4.238 -1.077 -0.225
H -5.628 0.703 0.842
H -4.503 2.346 2.368
H -2.048 2.083 2.773
C -3.497 -2.074 5.519
S -3.784 -1.723 3.764
C -2.581 -2.768 3.051
C -1.225 -2.639 3.192
S -0.319 -1.474 4.028
S -0.351 -3.964 2.395
C -1.669 -4.878 1.788
S -1.531 -6.285 0.910
S -3.177 -4.175 2.196
H -4.145 -1.410 6.093
H -2.456 -1.842 5.741
H -3.728 -3.112 5.750
N 1.037 1.929 2.075
P 0.923 3.053 1.059
C 1.343 4.708 1.776
C 1.679 4.681 3.125
C 2.028 5.847 3.791
C 2.047 7.058 3.112
C 1.716 7.095 1.765
C 1.366 5.926 1.103
C -0.708 3.357 0.246
C -1.121 2.410 -0.692
C -2.395 2.452 -1.231
C -3.283 3.447 -0.839
C -2.889 4.388 0.100
C -1.610 4.338 0.642
C 1.979 2.955 -0.460
C 1.839 3.722 -1.613
C 2.690 3.535 -2.692
C 3.679 2.561 -2.634
C 3.811 1.776 -1.497
C 2.968 1.978 -0.412
H 1.652 3.712 3.612
H 2.285 5.812 4.843
H 2.320 7.970 3.627
H 1.730 8.037 1.228
H 1.103 5.970 0.053
H -0.438 1.612 -0.966
H -2.708 1.694 -1.939
H -4.285 3.475 -1.250
H -3.584 5.156 0.423
H -1.317 5.063 1.393
H 1.040 4.452 -1.687
H 2.572 4.136 -3.587
H 4.332 2.403 -3.484
H 4.554 0.990 -1.450
H 3.032 1.352 0.471
*
```

Results
Gap between HOMO and LUMO = 5.315 eV
F_max = 0.3 eV/A
Energy above the lowest of the compared OMol25 structures with the same formula, charge and spin = 0.8 kcal/mol
LUMO = 4.3 eV

=====

# 4
Here is 3 unconnected molecules or ions with the total composition C29H25F24N4O4P at a distorted geometry from OMol25. Energies are from wB97M-V/def2-TZVPD.

ORCA input file:
```
! RIJCOSX wB97M-V def2-TZVPD def2/J DEFGRID3
* xyz 0 1
C -3.892 -2.128 3.524
C -3.113 -2.609 2.230
C -4.023 -3.394 1.185
N -1.827 -2.420 2.084
C -1.478 -1.191 1.295
C -2.767 -0.356 0.934
N -3.796 0.126 0.772
C -0.618 -0.284 2.278
C -1.442 0.926 2.921
C -0.511 1.475 4.080
F 0.853 1.184 3.997
C -0.948 2.167 5.148
F -2.285 2.502 5.166
F -0.174 2.537 6.204
C -0.700 -1.702 0.001
C -1.807 -2.047 -1.061
N -2.606 -2.230 -1.861
C 0.255 -0.658 -0.697
F 1.538 -0.616 -0.132
F 0.464 -1.126 -2.017
C -0.296 0.786 -0.840
C -1.285 1.023 -1.931
C -1.869 2.327 -2.203
C -1.502 3.495 -1.361
C -0.518 3.264 -0.284
C -0.133 4.521 0.558
F -0.939 5.609 0.304
F 1.149 4.911 0.209
F -0.226 4.287 1.922
C 0.087 1.939 -0.035
P 0.221 -3.362 0.281
N 1.017 -3.417 1.626
O 1.300 -3.680 -0.938
O -0.952 -4.538 0.137
H -4.909 -2.612 3.587
H -3.296 -2.273 4.461
H -4.095 -1.024 3.370
H -4.227 -2.741 0.288
H -4.954 -3.724 1.708
H -3.436 -4.314 0.914
H -0.318 -0.918 3.163
H 0.333 0.119 1.854
H -1.582 1.782 2.213
H -2.375 0.586 3.436
H -1.604 0.168 -2.586
H -2.587 2.545 -3.029
H -1.939 4.508 -1.532
H 0.831 1.828 0.788
H 0.920 -2.518 2.107
H 0.852 -4.005 -1.744
H -1.226 -4.749 1.050
F -2.700 3.530 -6.240
C -1.381 3.326 -6.049
F -1.273 2.458 -5.011
C -0.634 4.620 -5.729
F -1.071 5.154 -4.564
F 0.676 4.295 -5.527
C -0.659 5.707 -6.821
O -1.615 6.755 -6.665
C -2.908 6.536 -7.153
F -2.945 5.397 -7.870
F -3.154 7.537 -8.028
C -3.960 6.571 -6.042
F -3.722 5.624 -5.109
F -5.192 6.330 -6.546
H -0.971 2.840 -6.938
H 0.304 6.218 -6.755
H -0.678 5.285 -7.828
H -3.969 7.545 -5.545
F 3.767 -4.858 3.558
C 3.932 -4.948 2.222
F 3.107 -5.937 1.800
C 5.376 -5.266 1.838
F 5.749 -6.479 2.313
F 5.426 -5.363 0.477
C 6.433 -4.222 2.248
O 7.172 -4.484 3.442
C 6.612 -4.079 4.658
F 5.522 -3.324 4.436
F 7.523 -3.262 5.237
C 6.336 -5.261 5.590
F 5.476 -6.137 5.032
F 5.771 -4.834 6.745
H 3.596 -4.014 1.764
H 7.191 -4.240 1.461
H 6.040 -3.204 2.228
H 7.259 -5.794 5.827
*
```

Results
Gap between HOMO and LUMO = 7.891 eV
F_max = 3.4 eV/A
Structure (SMILES) = CC(C)=N[C@@](C#N)(CCC(F)=C(F)F)[C@@](C#N)(C(F)(F)c1cccc(C(F)(F)F)c1)P(=N)(O)O.FC(F)C(F)(F)COC(F)(F)C(F)F.FC(F)C(F)(F)COC(F)(F)C(F)F
LUMO = -1.0 eV

=====

# 5
Here is a molecular structure, C29H25FeNO6PS3 at a distorted geometry from OMol25. Energies are from wB97M-V/def2-TZVPD.

ORCA input file:
```
! RIJCOSX wB97M-V def2-TZVPD def2/J DEFGRID3
* xyz -2 2
Fe 0.159 0.077 -0.290
C 1.334 -1.618 -4.176
C 0.416 -1.786 -2.971
C -0.720 -2.761 -3.259
O -0.099 -0.501 -2.650
C 1.261 -2.367 -1.785
O 1.795 -3.464 -1.977
O 1.332 -1.652 -0.741
H 0.749 -1.408 -5.075
H 1.915 -2.529 -4.316
H 2.008 -0.780 -3.990
H -1.282 -2.453 -4.145
H -1.400 -2.800 -2.404
H -0.301 -3.754 -3.418
H -1.017 -0.598 -2.335
O -3.947 -0.099 -0.902
C -2.965 -0.454 -0.253
O -1.789 -0.603 -0.737
C -3.159 -0.875 1.193
C -4.475 -1.190 1.544
C -4.785 -1.716 2.782
C -3.758 -1.941 3.691
C -2.459 -1.614 3.349
C -2.123 -1.063 2.108
P -0.147 -0.693 1.941
C -0.221 0.161 3.577
C 0.656 -0.114 4.621
C 0.595 0.600 5.806
C -0.314 1.639 5.951
C -1.170 1.945 4.903
C -1.137 1.200 3.734
C 0.176 -2.505 1.970
C -0.571 -3.325 1.121
C -0.298 -4.677 1.017
C 0.717 -5.246 1.773
C 1.474 -4.441 2.609
C 1.217 -3.080 2.690
H -5.240 -1.019 0.798
H -5.810 -1.961 3.036
H -3.969 -2.367 4.666
H -1.673 -1.802 4.072
H 1.404 -0.887 4.502
H 1.272 0.359 6.619
H -0.348 2.213 6.870
H -1.873 2.763 5.000
H -1.812 1.431 2.921
H -1.345 -2.884 0.509
H -0.870 -5.291 0.332
H 0.933 -6.304 1.691
H 2.290 -4.871 3.179
H 1.858 -2.454 3.297
S -0.647 2.266 0.468
C 0.791 3.215 0.747
C 0.710 4.352 1.559
C 1.795 5.195 1.729
C 2.994 4.923 1.081
C 3.098 3.790 0.292
C 2.019 2.920 0.129
S 2.239 1.471 -0.828
H -0.230 4.561 2.056
H 1.711 6.060 2.379
H 3.842 5.588 1.201
H 4.025 3.546 -0.212
O 3.729 0.881 1.937
S 2.891 -0.034 1.153
N 1.547 -0.268 1.845
*
```

Results
Gap between HOMO and LUMO (alpha / beta) = 6.275 / 6.162 eV
F_max = 1.4 eV/A
LUMO (alpha / beta) = 4.6 / 4.6 eV

=====

# 6
Here is 2 unconnected molecules or ions with the total composition C29H25I2N2O6 at a distorted geometry from OMol25. Energies are from wB97M-V/def2-TZVPD.

ORCA input file:
```
! RIJCOSX wB97M-V def2-TZVPD def2/J DEFGRID3
* xyz 1 1
C -5.355 -4.709 -0.914
C -4.650 -4.150 -1.749
C -3.884 -3.000 -2.452
C -4.366 -2.438 -3.754
C -5.622 -2.979 -4.517
O -6.140 -4.053 -4.334
O -6.215 -2.134 -5.493
N -6.611 -0.933 -4.921
C -3.538 -1.308 -4.343
C -2.319 -0.808 -3.593
C -1.526 0.365 -4.304
C -0.104 -0.087 -4.879
O 0.081 0.299 -6.255
N -1.911 -1.378 -2.358
C -0.718 -0.858 -1.638
C -1.076 -0.025 -0.315
C -1.955 1.287 -0.604
I -1.206 2.879 0.684
C -2.632 -2.461 -1.781
C -2.219 -3.183 -0.440
C -1.597 -4.612 -0.875
O -1.779 -5.629 -0.276
I -0.383 -4.584 -2.716
H -6.006 -5.169 -0.117
H -6.034 -0.196 -5.355
H -7.594 -0.752 -5.167
H -3.821 -0.841 -5.333
H -2.129 0.724 -5.204
H -1.373 1.272 -3.653
H 0.678 0.497 -4.276
H 0.124 -1.184 -4.699
H 1.054 0.267 -6.391
H 0.000 -0.271 -2.277
H -0.134 -1.768 -1.271
H -0.092 0.260 0.175
H -1.667 -0.635 0.443
H -1.790 1.580 -1.679
H -3.044 1.050 -0.433
H -1.399 -2.667 0.135
H -3.109 -3.314 0.256
C 2.268 5.247 3.196
C 1.316 4.234 3.117
C 1.633 2.947 3.527
C 2.909 2.663 4.006
C 3.871 3.672 4.062
C 3.544 4.967 3.667
C 5.249 3.373 4.524
O 6.087 4.252 4.577
C 5.589 1.983 4.912
C 6.893 1.674 5.293
C 7.218 0.377 5.670
C 6.240 -0.614 5.677
C 4.940 -0.312 5.292
C 4.614 0.984 4.900
C 3.232 1.288 4.457
O 2.376 0.421 4.458
H 2.016 6.255 2.884
H 0.323 4.452 2.737
H 0.885 2.163 3.468
H 4.284 5.758 3.721
H 7.659 2.442 5.293
H 8.235 0.138 5.962
H 6.493 -1.625 5.979
H 4.184 -1.089 5.295
*
```

Results
Gap between HOMO and LUMO = 6.144 eV
F_max = 3.7 eV/A
LUMO = -5.1 eV

=====

# 7
Here is a molecular structure, C29H26AuF14OPS at a distorted geometry from OMol25. Energies are from wB97M-V/def2-TZVPD.

ORCA input file:
```
! RIJCOSX wB97M-V def2-TZVPD def2/J DEFGRID3
* xyz 0 1
Au 1.972 -0.418 -1.384
C -0.453 -1.043 5.396
C 0.943 -1.636 5.602
C 2.048 -0.789 5.048
S 2.386 -0.869 3.253
O -0.051 0.071 1.524
C 2.594 -2.647 2.827
C 1.307 -3.391 2.438
C 0.840 -2.985 1.033
H -1.236 -1.676 5.795
H -0.610 -0.936 4.280
H -0.487 -0.061 5.891
H 0.939 -2.659 5.208
H 1.155 -1.778 6.646
H 2.946 -1.014 5.573
H 1.826 0.276 5.256
H 3.072 -3.062 3.736
H 3.370 -2.611 2.062
H 0.506 -3.218 3.114
H 1.523 -4.436 2.501
H -0.254 -3.103 0.900
H 1.370 -3.535 0.265
H 1.022 -1.914 0.896
F 3.909 -2.391 -2.235
C 3.870 -1.224 -1.455
F 4.391 -1.574 -0.221
C 4.963 -0.330 -2.081
F 4.750 0.054 -3.345
F 6.149 -0.945 -2.015
F 5.046 0.782 -1.303
F -4.838 -4.290 -0.808
C -5.052 -2.984 -0.758
F -5.685 -2.752 0.490
F -5.952 -2.646 -1.673
C -3.781 -2.218 -0.846
C -2.614 -2.685 -1.438
C -1.509 -1.868 -1.613
C -1.494 -0.583 -1.115
C -2.656 -0.111 -0.498
C -3.777 -0.921 -0.380
P -0.068 0.521 -1.448
C -0.445 1.276 -3.040
C -1.770 1.330 -3.532
C -2.008 1.773 -4.783
C -0.943 2.152 -5.559
C 0.364 2.102 -5.157
C 0.614 1.642 -3.845
C -1.239 2.614 -6.975
F -2.074 3.638 -6.967
F -0.172 2.957 -7.640
F -1.871 1.699 -7.721
C -0.202 1.773 -0.141
C -0.206 3.101 -0.508
C -0.025 4.103 0.437
C 0.067 3.753 1.767
C 0.034 2.383 2.143
C -0.054 1.395 1.172
C 0.160 4.767 2.865
F -0.247 5.975 2.481
F -0.614 4.406 3.908
F 1.381 4.930 3.398
H -2.588 -3.664 -1.915
H -0.663 -2.343 -2.126
H -2.658 0.855 -0.094
H -4.645 -0.520 0.110
H -2.628 1.060 -2.922
H -3.048 1.858 -5.126
H 1.143 2.413 -5.854
H 1.631 1.669 -3.398
H -0.281 3.419 -1.527
H -0.037 5.071 0.063
H -0.011 2.137 3.173
H 0.654 -0.123 2.194
*
```

Results
Gap between HOMO and LUMO = 8.858 eV
F_max = 2.3 eV/A
Energy above the lowest of the compared OMol25 structures with the same formula, charge and spin = 0.0 kcal/mol
LUMO = -0.4 eV